Entry 1:
14
Properties=species:S:1:pos:R:3 method="wB97M-V/def2-TZVPD" homo_lumo_gap_ev="7.8 / 7.9" relative_energy_kj_mol=28.0 spin_multiplicity=3 s_squared=2.008
O -0.830 0.518 0.143
C -2.166 0.278 -0.196
O -2.342 -0.928 -0.493
O -2.933 1.239 -0.241
C -0.345 1.855 0.225
C 1.076 1.809 0.645
H -0.970 2.404 0.954
H -0.457 2.369 -0.742
H 1.857 2.112 -0.055
H 1.317 1.447 1.645
O 4.365 -1.512 -0.340
O 2.076 -1.394 -0.051
C 3.219 -1.605 -0.216
Hg -0.220 -1.610 -0.187


Entry 2:
17
Properties=species:S:1:pos:R:3 method="wB97M-V/def2-TZVPD" charge=+1 homo_lumo_gap_ev=10.7 relative_energy_kj_mol=160.6
C -1.135 0.967 1.884
N -0.462 0.895 0.561
C -0.508 1.929 -0.337
N -0.151 1.745 -1.637
H -0.342 1.662 2.365
H -2.166 1.459 1.602
H -1.329 0.011 2.435
H 0.046 0.098 0.123
H -0.799 3.003 -0.089
H 0.356 0.988 -2.025
H -0.605 2.267 -2.367
H 2.287 -3.705 0.741
H 0.896 -3.728 0.117
O 1.598 -3.108 0.447
H 1.551 -1.465 -1.188
H 0.079 -1.827 -1.183
O 0.685 -1.190 -1.450


Entry 3:
64
Properties=species:S:1:pos:R:3 method="wB97M-V/def2-TZVPD" charge=-1 homo_lumo_gap_ev=8.2
Mg 1.464 -1.497 -1.679
O -0.154 -0.458 -2.501
S -0.137 -1.320 -3.701
O -0.669 -0.739 -4.897
O 1.227 -1.858 -3.773
C -1.195 -2.739 -3.304
C -2.281 -2.879 -4.154
C -3.188 -3.923 -4.015
C -3.007 -4.848 -3.011
C -1.926 -4.716 -2.147
C -1.018 -3.678 -2.269
S 0.254 -3.669 -0.978
O 0.013 -4.821 -0.163
O 0.083 -2.353 -0.331
O 1.557 -3.609 -1.654
H -2.402 -2.152 -4.943
H -4.025 -4.002 -4.696
H -3.696 -5.672 -2.886
H -1.777 -5.425 -1.346
Cl 3.380 -2.291 1.078
C 3.670 -0.692 0.435
C 3.118 -0.388 -0.795
C 3.433 0.867 -1.278
Cl 2.837 1.292 -2.871
C 4.165 1.818 -0.572
Cl 4.443 3.403 -1.197
C 4.673 1.471 0.678
Cl 5.582 2.615 1.594
C 4.450 0.191 1.178
Cl 5.149 -0.264 2.688
C -4.211 -0.861 1.526
C -3.715 -0.822 0.229
C -2.451 -0.314 -0.016
C -1.672 0.181 1.030
C -2.175 0.138 2.324
C -3.438 -0.382 2.571
P -0.016 0.799 0.560
C 0.800 0.984 2.185
C 1.283 2.192 2.675
C 2.004 2.234 3.860
C 2.241 1.072 4.574
C 1.769 -0.141 4.089
C 1.066 -0.185 2.899
C -0.413 2.539 0.145
C -1.357 3.294 0.840
C -1.589 4.616 0.503
C -0.877 5.202 -0.536
C 0.057 4.459 -1.237
C 0.284 3.132 -0.899
H -5.193 -1.273 1.721
H -4.304 -1.211 -0.592
H -2.049 -0.319 -1.021
H -1.578 0.507 3.150
H -3.814 -0.414 3.586
H 1.110 3.109 2.125
H 2.388 3.181 4.218
H 2.811 1.104 5.494
H 1.977 -1.060 4.622
H 0.730 -1.139 2.508
H -1.918 2.835 1.646
H -2.324 5.192 1.050
H -1.059 6.236 -0.801
H 0.610 4.903 -2.054
H 1.001 2.550 -1.462


Entry 4:
21
Properties=species:S:1:pos:R:3 method="wB97M-V/def2-TZVPD" smiles="Cc1c[nH]cn1.CC(N)=O" homo_lumo_gap_ev=8.7 relative_energy_kj_mol=59.1
C 0.707 1.216 -3.964
C 0.821 1.175 -0.408
C 0.860 0.786 -2.555
C 1.001 -0.428 -1.924
N 0.761 1.766 -1.573
N 1.085 -0.163 -0.594
H 0.936 1.542 0.595
H 1.030 -0.826 0.173
H 1.310 -1.419 -2.211
H 0.639 2.298 -4.011
H -0.235 0.822 -4.354
H 1.491 0.766 -4.579
C -1.439 0.117 2.368
C -0.802 -1.240 2.504
O -0.104 -1.736 1.636
N -1.197 -1.946 3.606
H -1.634 0.482 3.383
H -2.392 0.187 1.827
H -0.582 -2.737 3.777
H -1.330 -1.545 4.508
H -0.926 0.883 1.796


Entry 5:
84
Properties=species:S:1:pos:R:3 method="wB97M-V/def2-TZVPD" smiles="C=CC1=C(CCCC)C(=O)C=CC1=O.NC(N)=O.NC(N)=O.NC(N)=O.NC(N)=O.NC(N)=O.NC(N)=O.NC(N)=O" homo_lumo_gap_ev=7.0
C -0.554 -4.604 -0.641
C -0.590 -3.750 0.591
C -1.260 -2.258 0.702
C -0.634 -1.076 0.025
C 0.712 -1.103 -0.911
C 2.122 -1.297 -0.097
C 2.570 0.017 0.809
C 2.600 -0.491 2.390
C -1.445 0.372 0.236
O -0.823 1.572 0.214
C -3.091 0.380 0.529
C -3.709 -0.792 1.212
C -2.667 -2.044 1.580
O -3.002 -2.832 2.634
H -1.521 -5.015 -1.187
H 0.537 -4.909 -1.017
H -0.077 -4.226 1.557
H 0.792 -0.081 -1.522
H 0.604 -1.967 -1.723
H 2.180 -2.310 0.524
H 2.971 -1.405 -0.930
H 3.681 0.337 0.514
H 1.896 0.956 0.630
H 1.845 -1.386 2.469
H 2.216 0.358 3.126
H 3.670 -0.851 2.715
H -3.727 1.315 0.229
H -4.866 -0.813 1.470
C -2.802 -1.818 -3.160
O -1.719 -2.248 -3.522
N -3.458 -0.842 -3.815
N -3.445 -2.280 -2.071
H -4.351 -0.484 -3.523
H -3.017 -0.461 -4.640
H -2.995 -3.014 -1.543
H -4.338 -1.931 -1.768
C -6.149 2.170 -3.813
O -6.578 1.090 -3.440
N -6.721 3.340 -3.473
N -5.063 2.294 -4.598
H -6.373 4.234 -3.777
H -7.541 3.302 -2.884
H -4.596 1.444 -4.882
H -4.705 3.181 -4.909
C 3.932 3.742 -0.595
O 3.866 3.729 -1.814
N 5.042 4.103 0.074
N 2.899 3.398 0.196
H 5.103 4.116 1.078
H 5.848 4.370 -0.475
H 2.040 3.119 -0.257
H 2.945 3.407 1.201
C 6.045 0.979 4.187
O 5.311 1.248 3.251
N 6.115 1.730 5.302
N 6.856 -0.095 4.195
H 6.717 1.513 6.077
H 5.525 2.549 5.346
H 6.842 -0.693 3.380
H 7.464 -0.324 4.963
C -7.636 -2.081 -1.806
O -6.692 -1.388 -1.464
N -7.489 -3.254 -2.449
N -8.917 -1.737 -1.573
H -8.263 -3.829 -2.734
H -6.546 -3.558 -2.649
H -9.083 -0.864 -1.092
H -9.700 -2.303 -1.852
C 8.562 -2.673 7.029
O 8.943 -1.989 6.092
N 8.447 -2.198 8.282
N 8.222 -3.968 6.897
H 8.135 -2.756 9.059
H 8.692 -1.229 8.435
H 8.290 -4.375 5.974
H 7.907 -4.538 7.664
C -2.021 4.445 -5.016
O -3.240 4.382 -4.985
N -1.276 4.736 -3.933
N -1.306 4.228 -6.135
H -0.272 4.789 -3.951
H -1.766 4.908 -3.066
H -1.818 4.005 -6.977
H -0.302 4.277 -6.168


Entry 6:
24
Properties=species:S:1:pos:R:3 method="wB97M-V/def2-TZVPD" smiles=C[C@@H](N)CN(C)C.O homo_lumo_gap_ev=9.2 relative_energy_kj_mol=103.5
C -0.004 -0.732 0.568
N 1.421 -0.702 0.355
C 1.969 0.395 -0.415
C 2.127 -1.000 1.573
C -0.855 -0.441 -0.658
C -1.099 -1.708 -1.479
N -2.118 0.171 -0.221
H -0.300 0.057 1.280
H -0.323 -1.697 0.958
H 2.306 0.005 -1.378
H 1.277 1.210 -0.639
H 2.835 0.843 0.068
H 1.649 -1.838 2.086
H 2.100 -0.200 2.333
H 3.162 -1.243 1.396
H -0.422 0.277 -1.335
H -1.845 -2.379 -1.051
H -1.456 -1.448 -2.484
H -0.172 -2.248 -1.702
H -2.417 -0.337 0.596
H -2.780 0.178 -0.980
H -0.373 2.896 0.550
H -1.588 2.880 -0.382
O -1.105 3.434 0.242


Entry 7:
66
Properties=species:S:1:pos:R:3 method="wB97M-V/def2-TZVPD" homo_lumo_gap_ev="7.4 / 7.8" relative_energy_kj_mol=0.0 spin_multiplicity=2 s_squared=0.876
V -0.430 0.243 -0.471
Si 1.982 0.388 -1.031
P -0.993 0.712 -2.854
N -0.440 -1.516 -0.786
H -0.653 3.290 1.612
C -2.767 1.023 -3.317
H -2.896 1.164 -4.405
H -3.124 1.923 -2.788
H -3.375 0.165 -2.985
C -0.152 2.170 -3.622
H -0.487 2.338 -4.661
H 0.936 1.995 -3.609
H -0.368 3.065 -3.015
C -0.536 -0.676 -3.978
H -0.682 -0.407 -5.039
H -1.155 -1.552 -3.726
H 0.519 -0.935 -3.795
C 2.663 2.176 -0.858
H 2.421 2.597 0.134
H 2.216 2.846 -1.614
H 3.762 2.201 -0.982
H 2.913 -0.461 -0.188
H 2.368 -0.035 -2.435
C -0.428 -2.870 -0.975
C -1.537 -5.048 -0.899
C -1.574 -3.664 -0.702
C 0.748 -3.509 -1.451
C 0.769 -4.893 -1.643
C -0.369 -5.671 -1.370
H -2.428 -5.648 -0.684
H -2.478 -3.168 -0.335
H 1.626 -2.890 -1.658
H 1.684 -5.372 -2.010
H -0.346 -6.755 -1.522
C -1.193 3.267 0.638
O -0.924 2.042 0.013
C -2.696 3.387 0.923
H -3.037 4.421 0.734
H -2.923 3.132 1.973
H -3.264 2.708 0.264
C -0.669 4.414 -0.234
H -1.449 4.767 -0.931
H 0.203 4.077 -0.821
H -0.348 5.259 0.396
C -1.635 -0.504 3.252
C -0.254 0.139 3.337
P 0.709 -0.106 1.782
C 2.030 1.120 2.224
C 2.672 0.944 3.603
C 0.848 -1.945 1.789
C 1.453 -2.537 3.059
H -2.183 -0.113 2.368
H -2.215 -0.251 4.164
H -1.571 -1.607 3.187
H -0.426 1.231 3.455
H 0.273 -0.230 4.236
H 2.873 1.013 1.526
H 1.602 2.143 2.173
H 3.122 -0.061 3.705
H 3.484 1.694 3.717
H 1.959 1.130 4.428
H -0.152 -2.396 1.641
H 1.506 -2.236 0.946
H 0.822 -2.341 3.946
H 1.519 -3.640 2.945
H 2.475 -2.150 3.224


Entry 8:
79
Properties=species:S:1:pos:R:3 method="wB97M-V/def2-TZVPD" smiles="CC(=O)N(C)N(P(O)O)S(=O)(=O)F.CN(C)P(=O)(N(C)C)N(C)C.CN(C)P(=O)(N(C)C)N(C)C" homo_lumo_gap_ev=7.3
C 4.099 -3.224 3.220
C 3.387 -1.807 3.482
O 3.615 -1.279 4.575
N 2.591 -1.250 2.382
C 2.623 0.238 2.313
N 1.305 -1.752 2.297
P 0.667 -2.463 3.797
O 0.308 -4.114 3.637
O -0.791 -1.593 4.098
S 1.039 -2.693 0.880
O 1.567 -4.087 0.913
O 1.697 -1.993 -0.280
F -0.601 -2.599 0.587
H 3.434 -3.959 2.677
H 4.996 -2.997 2.545
H 4.528 -3.643 4.190
H 3.326 0.532 1.471
H 1.587 0.640 2.043
H 2.917 0.760 3.272
H 1.123 -4.639 3.516
H -1.539 -2.181 3.823
O -4.301 -1.936 1.850
P -5.494 -2.459 1.029
N -4.902 -1.899 -0.484
C -5.126 -0.591 -1.057
C -3.556 -2.366 -0.813
N -6.642 -1.436 1.797
C -7.122 -0.171 1.288
C -6.519 -1.358 3.254
N -6.856 -3.162 0.152
C -6.797 -3.681 -1.209
C -8.009 -3.666 0.895
H -4.714 -0.527 -2.068
H -4.671 0.207 -0.458
H -6.186 -0.393 -1.197
H -3.477 -3.444 -0.633
H -2.790 -1.861 -0.215
H -3.322 -2.213 -1.870
H -6.319 0.567 1.192
H -7.880 0.261 1.950
H -7.634 -0.304 0.334
H -5.757 -0.634 3.560
H -6.252 -2.333 3.670
H -7.472 -1.077 3.712
H -7.017 -2.887 -1.927
H -7.523 -4.479 -1.389
H -5.822 -4.112 -1.438
H -8.872 -3.012 0.736
H -7.811 -3.715 1.966
H -8.289 -4.682 0.599
O 2.817 3.556 -1.030
P 3.854 3.976 -2.088
N 3.685 2.537 -3.013
C 4.408 1.302 -2.808
C 2.314 2.250 -3.436
N 5.175 3.976 -0.988
C 6.107 2.889 -0.785
C 4.910 4.633 0.293
N 4.998 4.515 -3.321
C 4.930 4.168 -4.734
C 5.822 5.696 -3.072
H 4.177 0.575 -3.591
H 4.176 0.841 -1.841
H 5.482 1.449 -2.902
H 1.854 3.149 -3.858
H 1.691 1.903 -2.604
H 2.288 1.492 -4.223
H 5.613 1.986 -0.412
H 6.880 3.159 -0.058
H 6.657 2.671 -1.702
H 4.401 3.965 0.996
H 4.285 5.518 0.149
H 5.840 4.981 0.753
H 5.484 3.245 -4.925
H 5.366 4.936 -5.380
H 3.901 4.044 -5.075
H 6.866 5.400 -2.926
H 5.494 6.240 -2.185
H 5.781 6.418 -3.893


| no. | F_max (eV/Å) | electronic energy (Ha) |
| --- | --- | --- |
| 1 | 3.34 | -684.3408 |
| 2 | 3.84 | -342.5273 |
| 3 | 1.01 | -5245.0999 |
| 4 | 2.41 | -474.7437 |
| 5 | 8.44 | -2192.8026 |
| 6 | 1.50 | -384.8186 |
| 7 | 2.93 | -2794.7297 |
| 8 | 7.56 | -3084.4941 |